Computed, not measured: a 2-piece molecular cluster, C3H2N2O3 overall in a non-equilibrium geometry, with the ωB97M-V functional and the def2-TZVPD basis.

Last column: Löwdin charge in e.
Positions of all 10 atoms, in Å:
C -0.802188 0.602490 -0.588622  -0.1872
C 0.248961 0.696248 1.285941  -0.5512
C 3.127746 -0.533693 2.646457  0.0202
N -0.136181 -0.491175 -0.613609  0.1106
N 0.515256 -0.435383 0.627670  0.0806
O 0.818494 1.027900 2.294916  0.0750
O 2.862302 -0.688719 3.744988  0.0390
O -0.630875 1.391275 0.489151  0.1355
H -1.287164 0.941204 -1.505250  0.1422
H 1.375740 -0.911739 0.950399  0.1354

Forces on atoms 1 to 3 (eV/Å):
0.3 -0.5 -1.7
1.6 0.2 0.7
-0.6 -0.4 2.1

Total charge   0
Relative energy (zero: lowest compared OMol25 entry of this formula, charge and spin)   47.2 kcal/mol
Molar mass   114.06 g mol⁻¹
Frontier orbital gap   10.79 eV
F_max   2.21 eV/Å